A structure of composition C41H51CoN4PS, computed with wB97M-V/def2-TZVPD.

Cartesian coordinates (Å):
Co  -0.96232  -0.18305  0.14073
C  -1.48859  3.21490  2.87763
C  -0.57395  3.81535  1.81040
C  -0.94964  5.26935  1.51126
C  -0.59366  2.98546  0.54773
C  0.55060  2.43553  0.00567
C  0.58735  1.64820  -1.17444
C  1.97525  1.50544  -1.79905
C  1.92650  1.64776  -3.32496
C  2.82814  0.33911  -1.30058
C  -0.62584  1.29872  -1.79290
C  -1.76931  2.07341  -1.38624
C  -1.76993  2.82628  -0.20348
C  -2.87011  2.53580  -2.20254
C  -4.25104  2.53388  -1.70626
C  -2.59357  3.21268  -3.47367
C  -0.92445  0.04419  -2.65254
C  -1.73213  0.36603  -3.90321
C  -1.80962  -0.91243  -4.69775
C  -1.45445  -2.94541  -3.96627
C  -1.16307  -3.26238  -2.57113
C  -0.60370  -2.08113  -1.90962
P  0.31958  -2.30900  -0.30097
C  1.86208  -3.32328  -0.80952
C  1.54784  -4.83072  -0.81533
C  2.30811  -3.03008  -2.25103
C  3.02175  -2.99072  0.13745
C  -0.63644  -3.24845  1.04776
C  0.36543  -3.68529  2.13767
C  -1.51610  -4.41235  0.57838
C  -1.56652  -2.25268  1.75721
H  -1.42519  3.79619  3.79627
H  -1.20446  2.18734  3.12235
H  -2.53425  3.23179  2.55832
H  0.45134  3.79601  2.18767
H  -1.98841  5.35350  1.18331
H  -0.30738  5.70280  0.74526
H  -0.84716  5.87061  2.41327
H  1.50294  2.65777  0.47706
H  2.47062  2.41209  -1.44003
H  1.45985  0.80058  -3.82251
H  2.94080  1.73168  -3.71283
H  1.39180  2.55338  -3.61607
H  3.60621  0.10908  -2.02716
H  2.23778  -0.55663  -1.13090
H  3.32251  0.58383  -0.36003
H  -2.65589  3.37178  0.09307
H  -2.73236  0.75108  -3.69224
H  -4.80372  3.42759  -1.99975
H  -4.33961  2.31623  -0.64473
H  -4.72850  1.70114  -2.25017
H  -2.63531  4.28139  -3.19672
H  -3.39241  3.07934  -4.20513
H  -1.60816  3.01860  -3.88264
H  -1.18267  1.11836  -4.47181
H  -1.97223  -0.73619  -5.75767
H  -1.46248  -3.78812  -4.65260
H  -1.52473  -4.13643  -2.05490
H  0.84488  -5.08487  -1.61088
H  1.17892  -5.23617  0.11440
H  2.48225  -5.34898  -1.03724
H  1.51847  -3.19596  -2.98417
H  3.09126  -3.75337  -2.48227
H  2.74495  -2.04377  -2.38378
H  2.87480  -3.36445  1.14762
H  3.20901  -1.91780  0.18849
H  3.92453  -3.46203  -0.25442
H  1.07747  -4.43919  1.83404
H  -0.21908  -4.10777  2.95632
H  0.91767  -2.83282  2.54039
H  -0.95545  -5.20300  0.08878
H  -2.30582  -4.07080  -0.09353
H  -2.00454  -4.85278  1.45046
H  -1.09793  -1.25847  1.93320
H  -1.77829  -2.60178  2.76930
H  -2.52045  -2.14755  1.24978
S  -7.22775  -2.36029  -3.36847
N  -7.05280  -1.67939  -1.92675
C  -5.75490  -1.43795  -1.77096
C  -5.14972  -0.81846  -0.61738
C  -5.84821  -0.36195  0.50525
C  -5.14174  0.22935  1.53188
C  -3.75781  0.34809  1.42228
N  -3.07254  -0.07676  0.36292
C  -3.75907  -0.66547  -0.65470
C  -2.99516  -1.12241  -1.79174
N  -1.59804  -0.91173  -1.66938
C  0.02509  -1.15450  -3.02125
C  -0.55471  -1.73713  -4.34370
C  -2.74842  -2.03169  -4.14228
C  -3.54140  -1.67327  -2.91368
C  -4.97308  -1.84099  -2.88454
N  -5.70504  -2.37846  -3.86141
H  -6.92292  -0.48397  0.55396
H  -5.63902  0.58880  2.42159
H  -3.18342  0.79504  2.22353
H  1.09465  -1.00083  -3.02629
H  0.19863  -1.88499  -5.11193
H  -3.42992  -2.42729  -4.89038

Summary:
* highest occupied orbital energy (spin up / spin down): -16.026 / -16.818 eV
* gap between HOMO and LUMO (spin up / spin down): 5.66 / 6.35 eV
* LUMO level (spin up / spin down): -10.37 / -10.47 eV
* spin multiplicity: 5
* total charge: +3